# 1
{"formula": "C18H23N5O4STi", "method": "ωB97M-V/def2-TZVPD", "elements": ["Ti", "C", "C", "N", "N", "C", "N", "S", "C", "C", "C", "C", "C", "N", "H", "H", "H", "H", "H", "H", "H", "H", "H", "C", "C", "C", "O", "C", "O", "O", "H", "H", "H", "H", "H", "H", "H", "O", "C", "C", "C", "C", "C", "C", "N", "H", "H", "H", "H", "H", "H", "H"], "coordinates": [[0.558, 0.330, -0.584], [0.532, -3.742, 1.110], [0.357, -2.301, 0.799], [0.880, -1.713, -0.229], [1.556, -2.467, -1.138], [2.384, -1.749, -1.853], [3.080, -2.308, -2.833], [2.715, -0.064, -1.458], [-0.422, -1.412, 1.677], [-1.084, -1.839, 2.813], [-1.799, -0.912, 3.562], [-1.829, 0.412, 3.156], [-1.146, 0.766, 2.006], [-0.465, -0.123, 1.283], [1.335, -4.163, 0.514], [-0.386, -4.288, 0.873], [0.740, -3.882, 2.170], [2.942, -3.284, -3.043], [3.707, -1.769, -3.404], [-1.050, -2.877, 3.112], [-2.326, -1.226, 4.453], [-2.373, 1.161, 3.712], [-1.150, 1.786, 1.642], [-3.075, 0.847, -3.124], [-2.555, -0.295, -2.256], [-3.467, -1.510, -2.300], [-2.336, 0.143, -0.904], [-1.158, -0.680, -2.736], [-0.853, -1.570, -3.454], [-0.199, 0.174, -2.220], [-4.050, 1.170, -2.756], [-3.198, 0.519, -4.155], [-2.392, 1.697, -3.108], [-4.469, -1.233, -1.970], [-3.083, -2.298, -1.654], [-3.534, -1.895, -3.315], [-3.182, 0.425, -0.532], [0.068, 2.403, -0.762], [0.838, 3.503, -0.248], [1.768, 2.914, 0.772], [2.522, 3.700, 1.627], [3.364, 3.075, 2.530], [3.426, 1.686, 2.552], [2.650, 0.975, 1.665], [1.828, 1.579, 0.787], [-0.410, 2.630, -1.574], [0.170, 4.238, 0.201], [1.396, 3.973, -1.060], [2.448, 4.778, 1.581], [3.968, 3.662, 3.209], [4.075, 1.163, 3.240], [2.686, -0.106, 1.625]], "mulliken_charge": [0.474, -1.875, 0.613, 2.012, -1.670, 0.662, -0.386, -0.338, 0.716, -0.808, -0.615, -0.987, -0.369, 0.594, 0.448, 0.333, 0.475, 0.255, 0.221, 0.521, 0.466, 0.484, 0.529, -1.565, 1.629, -1.651, -0.298, -0.031, -0.468, -0.623, 0.450, 0.409, 0.254, 0.450, 0.346, 0.383, 0.274, -0.282, -0.484, 0.359, -0.976, -0.318, -0.994, -0.282, 0.556, 0.279, 0.442, 0.466, 0.528, 0.451, 0.458, 0.478], "e_lumo_ev": -7.692, "homo_energy_ev": -14.5, "charge": 2, "spin_multiplicity": 1, "de_lowest_kj_mol": 55.1}

# 2
{"formula": "C18H23NO3", "method": "ωB97M-V/def2-TZVPD", "elements": ["C", "O", "C", "C", "C", "C", "N", "C", "C", "C", "C", "C", "C", "C", "C", "C", "C", "O", "C", "C", "O", "C", "H", "H", "H", "H", "H", "H", "H", "H", "H", "H", "H", "H", "H", "H", "H", "H", "H", "H", "H", "H", "H", "H", "H"], "coordinates": [[3.604, -1.809, -2.367], [2.268, -2.242, -2.316], [1.510, -1.903, -1.230], [1.954, -1.086, -0.205], [1.127, -0.808, 0.878], [1.630, 0.070, 2.002], [0.568, 0.762, 2.688], [-0.058, 1.867, 2.153], [-0.808, 2.703, 2.982], [-1.477, 3.788, 2.456], [-1.425, 4.087, 1.101], [-2.159, 5.275, 0.554], [-0.679, 3.254, 0.264], [-0.599, 3.533, -1.207], [-0.008, 2.163, 0.792], [-0.133, -1.359, 0.925], [-0.613, -2.173, -0.105], [-1.874, -2.631, 0.112], [-2.529, -3.468, -0.815], [0.209, -2.446, -1.202], [-0.215, -3.278, -2.226], [-0.338, -2.671, -3.497], [4.176, -2.168, -1.506], [3.673, -0.717, -2.422], [4.017, -2.241, -3.278], [2.945, -0.661, -0.230], [2.142, -0.567, 2.731], [2.373, 0.777, 1.601], [0.603, 0.744, 3.695], [-0.863, 2.493, 4.041], [-2.052, 4.423, 3.116], [-1.470, 5.966, 0.068], [-2.674, 5.806, 1.351], [-2.896, 4.966, -0.187], [0.007, 2.782, -1.709], [-1.593, 3.529, -1.652], [-0.160, 4.513, -1.390], [0.551, 1.522, 0.129], [-0.792, -1.155, 1.753], [-2.735, -2.949, -1.754], [-3.473, -3.731, -0.338], [-1.954, -4.373, -1.021], [0.629, -2.343, -3.885], [-1.021, -1.814, -3.460], [-0.751, -3.438, -4.151]], "mulliken_charge": [-0.945, -0.438, 0.798, -0.470, -0.276, -0.959, -0.124, 0.970, -0.857, -1.024, 0.957, -1.412, 0.376, -1.646, -0.415, -0.858, 0.210, -0.422, -0.732, 1.054, -0.567, -0.740, 0.351, 0.366, 0.252, 0.449, 0.415, 0.328, 0.229, 0.329, 0.318, 0.312, 0.375, 0.314, 0.372, 0.341, 0.327, 0.302, 0.487, 0.253, 0.280, 0.290, 0.258, 0.306, 0.266], "smiles": "COc1cc(CNc2ccc(C)c(C)c2)cc(OC)c1OC", "e_lumo_ev": 0.743, "homo_energy_ev": -7.5, "spin_multiplicity": 1, "de_lowest_kj_mol": 281.9}